22
Properties=species:S:1:pos:R:3:forces:R:3 method="wB97M-V/def2-TZVPD" largest_force_ev_per_a=11.75 orbital_gap_ev=8.44 total_energy_ev=-12576.81449 lumo_energy_ev=-0.13 charge=0
C 3.5879 -0.4299 0.0818 -0.44 -5.23 -9.44
C 2.0171 -0.6607 -0.0168 1.73 -2.58 -0.86
C 1.3829 0.6097 -0.0674 -4.61 5.70 1.09
C -0.0779 0.7612 -0.0395 4.68 -1.90 -1.89
C -1.0293 -0.4137 -0.1180 -2.03 7.65 0.06
C -2.3627 -0.3078 -0.1830 -1.39 1.76 0.14
C -3.2102 -1.5357 -0.2413 -0.03 -1.39 5.69
C -0.5602 2.0815 -0.1502 0.69 7.06 0.42
H 4.3064 -1.3097 0.1734 -1.39 0.81 -0.47
H 3.7469 0.0873 0.7977 1.76 6.20 9.82
H 4.0753 0.3529 -0.7118 -1.65 -2.27 0.94
H 1.8267 -0.9664 -1.2157 0.12 -0.64 3.42
H 1.5204 -1.3508 1.0718 1.66 1.63 -3.94
H 2.0503 1.7404 -0.0137 -2.19 -3.73 -0.31
H -0.4058 -1.1258 0.0409 2.45 -6.05 0.83
H -3.1037 0.7624 -0.4253 3.02 -3.20 0.92
H -3.4374 -1.3488 -1.2132 -2.07 -1.18 -3.08
H -2.6057 -2.5127 0.0238 -1.18 1.95 -1.04
H -4.1470 -1.5335 0.6057 2.37 0.23 -2.82
H -1.9196 1.5816 1.5967 2.12 3.19 -4.46
O -1.5739 2.3839 0.7472 -1.56 -2.68 2.96
O -0.0809 3.1345 -0.7430 -2.06 -5.32 2.02

21
Properties=species:S:1:pos:R:3:forces:R:3 method="wB97M-V/def2-TZVPD" largest_force_ev_per_a=1.08 orbital_gap_ev=9.28 total_energy_ev=-27082.52687 lumo_energy_ev=0.57 charge=0
C 3.4297 0.8988 2.1296 0.02 0.16 -0.60
S 2.4061 -0.4869 1.5827 0.19 -0.07 -0.01
S 0.5537 0.0817 2.2691 -0.03 0.28 -0.16
H 3.1605 1.7657 1.5251 -0.02 0.10 0.28
H 4.4498 0.6409 1.8411 0.02 -0.10 0.18
H 3.3622 1.1137 3.1907 -0.05 -0.12 0.05
H 0.3420 -1.0184 2.9767 -0.07 -0.24 0.42
C -0.8867 -1.5791 -0.6891 0.04 1.03 0.32
C -1.4002 -0.1223 -0.6766 -0.59 -0.18 -0.86
C -0.2986 0.8125 -1.1591 0.53 0.04 0.35
C -2.5902 0.0541 -1.6267 0.38 -0.25 -0.55
H -1.5788 -2.2586 -0.1947 -0.01 -0.09 -0.07
H -0.6825 -1.9113 -1.7076 -0.07 -0.04 -0.02
H 0.0525 -1.5410 -0.1404 0.11 -0.49 0.05
H -1.7613 0.1313 0.3200 0.34 0.07 0.18
H -0.5763 1.8676 -1.1742 -0.24 -0.04 0.01
H -0.0082 0.5310 -2.1729 -0.04 0.01 -0.10
H 0.6108 0.7388 -0.5530 -0.11 -0.08 0.02
H -3.4112 -0.6291 -1.4099 -0.15 0.18 0.15
H -2.9198 1.0931 -1.6868 -0.23 -0.08 0.31
H -2.2534 -0.1826 -2.6441 -0.05 -0.09 0.04

15
Properties=species:S:1:pos:R:3:forces:R:3 method="wB97M-V/def2-TZVPD" largest_force_ev_per_a=1.94 orbital_gap_ev=10.11 total_energy_ev=-7829.49050 lumo_energy_ev=0.76 charge=0
C 0.1561 -2.2093 0.2658 -1.21 0.85 -0.02
C -1.5861 -0.7613 0.8595 -1.90 -0.27 -0.29
N -0.8243 -1.1658 -0.0566 0.51 1.15 0.56
H 0.4325 -2.6459 -0.6820 0.50 -0.42 0.14
H 0.9537 -1.6693 0.7782 0.39 -0.32 -0.41
H -0.2646 -2.9010 0.9801 -0.03 -0.69 0.15
H -2.2222 0.1649 0.7716 0.73 -0.93 -0.32
H -1.9009 -1.4054 1.6939 0.69 0.20 0.44
O 1.9115 1.3694 -0.1901 -0.20 0.10 0.05
C 0.8383 1.0254 -0.6397 1.27 -0.21 0.35
C -0.3807 1.8728 -0.3905 0.73 0.70 -1.02
H 0.8453 0.0563 -1.1646 -0.69 0.39 -0.31
H -0.6022 1.8222 0.6787 -0.39 0.09 -0.38
H -0.0393 2.8823 -0.6544 0.02 0.01 0.54
H -1.1815 1.7204 -1.1096 -0.41 -0.65 0.53

17
Properties=species:S:1:pos:R:3:forces:R:3 method="wB97M-V/def2-TZVPD" largest_force_ev_per_a=2.74 orbital_gap_ev=11.15 total_energy_ev=-8873.12961 lumo_energy_ev=0.94 charge=0
C 5.9311 -0.1651 -0.1564 -2.68 0.43 -0.42
O 4.7363 -0.4446 -0.9592 1.53 -1.76 -0.98
C 5.3948 0.7098 0.9657 0.14 0.20 1.03
H 6.2322 -1.1378 0.2231 0.56 0.11 -0.19
H 6.6032 0.2989 -0.8761 0.48 -0.01 0.54
H 3.9637 0.0558 -0.7692 -0.45 0.82 0.67
H 5.0088 0.1044 1.7921 -0.02 -0.23 -0.25
H 6.0475 1.4228 1.4819 0.21 -0.04 -0.57
H 4.5243 1.2309 0.5673 0.23 0.49 0.16
N -6.0716 -0.5876 -0.8614 1.54 -1.44 0.04
C -5.3925 0.4258 -0.1162 -0.22 1.53 0.51
O -4.5648 -0.0814 0.9267 -0.21 -0.57 0.33
H -6.5731 -1.2664 -0.2836 -0.50 0.95 0.46
H -5.2971 -1.2260 -1.0825 -0.14 0.25 -0.85
H -4.7435 1.0549 -0.7288 -0.09 -0.42 -0.73
H -6.1237 1.1528 0.2543 -0.18 -0.32 0.42
H -3.8903 0.5579 1.1816 -0.20 0.02 -0.17

17
Properties=species:S:1:pos:R:3:forces:R:3 method="wB97M-V/def2-TZVPD" largest_force_ev_per_a=4.87 orbital_gap_ev=9.43 total_energy_ev=-7755.97641 lumo_energy_ev=1.10 charge=0
C 0.7806 -0.9667 0.7535 4.14 1.93 1.69
C 1.6892 0.7967 -0.6776 1.63 -1.03 0.09
C -1.6245 -0.7056 -0.6003 -1.92 1.71 0.68
N -0.9668 1.1687 0.8850 -0.69 -3.25 -1.85
N 0.5846 -0.1337 -0.3831 1.64 1.07 -0.88
N -0.6726 0.4093 -0.4966 -0.23 1.36 1.84
H 0.0904 -1.7184 0.5998 -0.87 -2.09 0.86
H 1.8807 -1.2976 0.6756 -1.77 -0.20 0.04
H 0.7933 -0.4121 1.7979 -0.67 -1.03 -1.90
H 1.3408 1.6354 -1.2633 -0.24 -0.11 -0.44
H 2.1814 1.2967 0.2392 -0.68 -1.07 -1.01
H 2.5072 0.1743 -1.2981 -1.62 1.60 1.48
H -1.2119 -1.3108 -1.3721 -0.16 -0.67 -0.73
H -1.6811 -1.3220 0.3683 -0.46 0.86 -1.32
H -2.6572 -0.2046 -0.9104 2.05 -1.50 0.77
H -1.7650 0.5120 1.0819 0.55 2.03 0.86
H -1.2691 2.0784 0.6003 -0.71 0.39 -0.17

15
Properties=species:S:1:pos:R:3:forces:R:3 method="wB97M-V/def2-TZVPD" largest_force_ev_per_a=0.74 orbital_gap_ev=11.12 total_energy_ev=-7831.46156 lumo_energy_ev=0.82 charge=0
C 0.3485 0.2166 -1.8889 0.00 -0.05 0.00
C 0.4703 1.4542 -1.0086 -0.01 0.07 -0.20
N 0.7602 1.1414 0.3707 0.36 -0.40 0.43
C 1.4101 0.3563 1.0084 0.01 0.02 0.08
O 1.9958 -0.3544 1.7429 -0.34 0.44 -0.49
C -1.3474 -1.3352 1.7058 -0.01 -0.01 0.00
H 0.1572 0.5121 -2.9256 0.01 -0.04 0.15
H -0.4750 -0.4211 -1.5521 0.13 0.09 -0.03
H 1.2728 -0.3704 -1.8655 -0.12 0.09 0.00
H 1.2574 2.1181 -1.3838 -0.11 -0.09 0.04
H -0.4631 2.0246 -1.0246 0.14 -0.08 0.01
H -1.4503 -0.3372 1.2717 -0.01 -0.16 0.08
H -2.1690 -1.5165 2.4027 0.12 0.02 -0.10
H -0.3942 -1.4029 2.2359 -0.17 -0.01 -0.07
H -1.3732 -2.0856 0.9110 0.00 0.11 0.11